Record 1
{"formula": "C27H46Cl2F6N3O5SiV", "method": "wB97M-V/def2-TZVPD", "total_energy_ev": -118376.0694, "total_charge": -1, "spin_multiplicity": 4, "lumo_ev": [2.5, 2.5], "homo_lumo_gap_ha": [0.13972, 0.26393], "species": ["C", "C", "H", "H", "H", "C", "C", "H", "H", "H", "H", "V", "Cl", "C", "O", "N", "C", "C", "H", "H", "H", "H", "H", "H", "H", "H", "H", "C", "C", "N", "H", "C", "O", "H", "H", "H", "H", "H", "H", "C", "C", "N", "H", "C", "O", "H", "H", "H", "H", "O", "C", "C", "C", "H", "C", "H", "C", "H", "C", "C", "H", "H", "H", "Si", "Cl", "C", "C", "C", "H", "H", "H", "H", "H", "H", "H", "H", "H", "C", "C", "O", "C", "F", "F", "F", "C", "F", "F", "F", "H", "H", "H"], "positions_angstrom": [[-1.0049, -0.5732, -3.3803], [-0.5787, -1.9047, -2.8559], [-0.6954, -0.4193, -4.4163], [-0.5707, 0.2222, -2.7557], [-2.0973, -0.4453, -3.3256], [-0.0768, -2.9075, -3.5865], [0.0685, -2.9269, -5.0714], [0.2538, -3.8239, -3.0909], [-0.1634, -1.9607, -5.5311], [-0.5900, -3.6856, -5.5183], [1.0921, -3.2096, -5.3544], [0.3789, 0.1592, 0.5051], [0.2097, 1.9476, -0.9772], [0.1862, -2.4233, 2.1444], [0.9178, -1.4183, 1.9253], [0.4800, -3.4198, 2.9971], [1.8183, -3.5904, 3.5489], [-0.5063, -4.4505, 3.3295], [-0.7720, -2.5456, 1.6215], [2.4296, -2.7175, 3.3152], [2.2883, -4.4962, 3.1379], [1.7410, -3.7153, 4.6359], [-1.4725, -4.2080, 2.8825], [-0.6326, -4.5126, 4.4197], [-0.1867, -5.4357, 2.9615], [1.3042, 2.8778, 5.2586], [-0.7151, 4.3373, 4.5842], [1.6568, 2.9524, 4.2242], [-0.3101, 4.3464, 3.5643], [0.5149, 3.1578, 3.3348], [2.1829, 2.0396, 3.9428], [0.3429, 2.4111, 2.2535], [0.9432, 1.3049, 2.0675], [-1.1406, 4.3411, 2.8522], [-0.3430, 2.7892, 1.4888], [2.3368, 3.8111, 4.1586], [0.2762, 5.2646, 3.4224], [1.9385, -0.2618, -3.2247], [2.9002, -2.7315, -2.8891], [2.7687, 0.0847, -2.5942], [3.6982, -2.1947, -2.3512], [3.1944, -0.9910, -1.7057], [2.4475, 0.9499, -2.0084], [3.0698, -0.9140, -0.3785], [2.4991, 0.0241, 0.2226], [4.1169, -2.8502, -1.5791], [3.5162, -1.7701, 0.1755], [3.6093, 0.3464, -3.2465], [4.4772, -1.9267, -3.0749], [0.3170, -1.1754, -0.8260], [-0.6820, -2.0087, -1.3457], [0.5897, -4.0395, -0.4782], [-0.6297, -3.4351, -0.7730], [1.4973, -3.4544, -0.6430], [0.6344, -5.3538, -0.0098], [-1.6493, -1.5635, -1.0655], [-1.8129, -4.1534, -0.5907], [1.6049, -5.7933, 0.2300], [-0.5480, -6.0818, 0.1368], [-1.7759, -5.4793, -0.1533], [-2.7578, -3.6541, -0.8184], [-0.5126, -7.1155, 0.4905], [-2.7037, -6.0420, -0.0404], [0.1243, 6.4899, -2.7339], [-0.1562, 5.4656, -4.5457], [1.9644, 6.4214, -2.4305], [-0.9592, 5.4977, -1.5972], [-0.4256, 8.2908, -2.8518], [2.3212, 5.3900, -2.4953], [2.1961, 6.8165, -1.4370], [2.5037, 7.0182, -3.1729], [0.1734, 8.8573, -3.5756], [-0.3133, 8.7831, -1.8752], [-1.4782, 8.3761, -3.1468], [-0.6677, 4.4444, -1.6150], [-2.0010, 5.5762, -1.9177], [-0.8732, 5.8740, -0.5764], [-2.2221, 0.1187, 3.3844], [-2.5428, 0.0520, 1.9047], [-1.4549, -0.0568, 1.0671], [-3.4945, -1.1703, 1.6791], [-4.6648, -1.0786, 2.3753], [-3.7963, -1.3809, 0.3756], [-2.8858, -2.3150, 2.1299], [-3.3889, 1.3166, 1.5084], [-4.4287, 1.5535, 2.3638], [-2.5933, 2.4295, 1.5647], [-3.8792, 1.2481, 0.2508], [-1.6139, -0.7480, 3.6472], [-3.1516, 0.1086, 3.9664], [-1.6653, 1.0335, 3.5817]], "lowdin_charge": [-0.049, -0.231, 0.059, 0.020, 0.091, -0.135, -0.116, 0.098, 0.055, 0.067, 0.061, 0.432, 0.108, -0.254, -0.053, -0.163, -0.038, -0.044, 0.123, 0.087, 0.086, 0.082, 0.080, 0.085, 0.078, 0.083, 0.085, -0.033, -0.043, -0.179, 0.089, -0.298, -0.124, 0.084, 0.086, 0.086, 0.084, 0.090, 0.084, -0.032, -0.056, -0.167, 0.037, -0.284, -0.101, 0.081, 0.144, 0.083, 0.081, -0.334, -0.359, -0.048, -0.176, 0.110, -0.099, 0.130, -0.031, 0.096, -0.131, -0.094, 0.116, 0.092, 0.095, 0.119, 0.263, -0.222, -0.233, -0.220, 0.033, 0.028, 0.026, 0.023, 0.028, 0.025, -0.037, 0.033, 0.025, 0.021, -0.444, -0.234, -0.489, 0.117, 0.135, 0.094, -0.490, 0.108, 0.102, 0.149, 0.090, 0.091, 0.084]}

Record 2
{"formula": "C27H46F6N6O4S2Si3V", "method": "wB97M-V/def2-TZVPD", "total_energy_ev": -133175.1538, "total_charge": 0, "spin_multiplicity": 2, "lumo_ev": [-0.1, -0.1], "homo_lumo_gap_ha": [0.27868, 0.21293], "species": ["V", "C", "C", "N", "C", "C", "C", "C", "C", "C", "C", "N", "C", "C", "N", "N", "H", "H", "H", "H", "H", "H", "H", "H", "H", "H", "H", "H", "H", "H", "H", "H", "H", "H", "C", "Si", "C", "C", "C", "Si", "C", "C", "C", "Si", "C", "C", "C", "C", "C", "C", "C", "N", "H", "H", "H", "H", "H", "H", "H", "H", "H", "H", "H", "H", "H", "H", "H", "H", "H", "H", "H", "H", "H", "H", "H", "H", "H", "H", "H", "H", "F", "C", "F", "F", "S", "O", "O", "N", "S", "O", "O", "C", "F", "F", "F"], "positions_angstrom": [[-0.0414, 0.5134, 0.2615], [1.4477, 3.2819, -0.1178], [0.2044, 3.2174, -0.9832], [-0.8290, 2.4005, -0.2998], [-1.4542, 3.0884, 0.8638], [-1.2624, 2.3202, 2.1528], [-1.7288, 2.8069, 3.3560], [-1.4439, 2.1241, 4.5315], [-0.6243, 1.0012, 4.4487], [-0.2001, 0.5515, 3.2211], [0.7482, -0.5953, 3.0214], [1.5852, -0.3489, 1.8425], [2.7141, 0.5641, 2.1200], [2.3539, 1.9909, 1.7725], [1.7506, 1.9596, 0.4383], [-0.5716, 1.1529, 2.0558], [1.2652, 3.9531, 0.7245], [2.2802, 3.7023, -0.6855], [0.4230, 2.7449, -1.9385], [-0.1688, 4.2244, -1.1863], [-1.5541, 2.1710, -0.9745], [-2.5103, 3.2276, 0.6665], [-1.0205, 4.0853, 0.9699], [-2.2959, 3.7305, 3.3698], [-1.8149, 2.4749, 5.4839], [-0.3056, 0.4750, 5.3399], [0.2065, -1.5130, 2.8358], [1.3408, -0.7343, 3.9306], [1.9445, -1.2167, 1.4629], [3.5527, 0.2627, 1.5005], [3.0215, 0.4891, 3.1659], [3.2490, 2.6187, 1.7951], [1.6324, 2.4063, 2.4778], [2.3806, 1.4273, -0.1606], [-3.9985, -0.3733, 2.4969], [-3.7400, -0.1876, 0.6495], [-5.1421, -1.1426, -0.1741], [-4.2903, 1.6045, 0.3527], [-2.0771, -0.7191, 0.0276], [-1.6952, -2.4198, 0.6961], [-2.8432, -3.8314, 0.2258], [0.0171, -2.9344, 0.0780], [-1.7761, -2.6341, 2.5789], [-2.1431, -0.8430, -1.7982], [-2.9350, -2.2951, -2.6771], [-2.9420, 0.6440, -2.6591], [-0.3859, -0.7372, -2.4867], [-0.0160, -1.3324, -3.6906], [1.2142, -1.0557, -4.2591], [2.0319, -0.1278, -3.6385], [1.6124, 0.4195, -2.4475], [0.4556, 0.1061, -1.8329], [-4.8552, 0.2426, 2.7887], [-3.1362, -0.0433, 3.0814], [-4.2216, -1.4056, 2.7775], [-6.0631, -1.0109, 0.4033], [-4.9479, -2.2122, -0.2548], [-5.3342, -0.7652, -1.1846], [-5.3707, 1.5759, 0.1811], [-3.8486, 2.1060, -0.5095], [-4.1288, 2.2171, 1.2425], [-3.0360, -3.9554, -0.8360], [-3.8051, -3.7242, 0.7339], [-2.3895, -4.7593, 0.5931], [-0.0592, -3.3611, -0.9279], [0.4745, -3.6961, 0.7173], [0.7346, -2.1106, -0.0105], [-2.6815, -3.1999, 2.8117], [-1.8185, -1.7175, 3.1606], [-0.9325, -3.2357, 2.9321], [-3.9377, -2.4767, -2.2868], [-2.3652, -3.2218, -2.5843], [-3.0323, -2.0664, -3.7422], [-3.8882, 0.9336, -2.2012], [-3.1546, 0.3678, -3.6954], [-2.2998, 1.5317, -2.7044], [-0.7056, -2.0118, -4.1746], [1.5306, -1.5444, -5.1719], [2.9984, 0.1453, -4.0393], [2.2616, 1.1345, -1.9617], [6.2109, -2.8171, -0.4532], [5.1796, -2.1870, 0.0840], [4.3799, -3.0759, 0.6811], [5.6244, -1.3310, 1.0053], [4.1905, -1.3019, -1.1890], [3.0389, -0.8328, -0.4358], [3.9789, -2.2721, -2.2211], [4.9624, -0.0002, -1.5799], [6.4017, 0.0574, -2.2801], [6.5889, -0.8889, -3.3404], [7.4483, 0.2676, -1.3248], [6.1413, 1.6792, -3.0889], [7.2689, 2.0408, -3.6905], [5.1709, 1.6066, -4.0049], [5.8053, 2.6205, -2.2047]], "lowdin_charge": [0.792, -0.165, -0.165, -0.102, -0.105, -0.245, -0.027, -0.060, -0.022, -0.257, -0.131, -0.076, -0.159, -0.170, -0.098, 0.012, 0.120, 0.133, 0.107, 0.128, 0.083, 0.091, 0.129, 0.122, 0.106, 0.121, 0.077, 0.132, 0.091, 0.101, 0.129, 0.134, 0.116, 0.083, -0.172, 0.373, -0.180, -0.181, -0.492, 0.381, -0.181, -0.158, -0.189, 0.415, -0.179, -0.156, -0.274, -0.043, -0.024, -0.041, -0.149, -0.011, 0.040, 0.013, 0.031, 0.039, 0.007, 0.031, 0.043, 0.006, 0.020, 0.002, 0.028, 0.045, 0.043, 0.045, -0.008, 0.034, 0.003, 0.038, 0.026, 0.032, 0.036, 0.012, 0.040, 0.027, 0.100, 0.120, 0.109, 0.096, 0.161, -0.684, 0.132, 0.134, 0.583, -0.344, -0.255, -0.292, 0.587, -0.268, -0.271, -0.697, 0.144, 0.122, 0.126]}

Record 3
{"formula": "C27H47AsN2O2PtSi4", "method": "wB97M-V/def2-TZVPD", "total_energy_ev": -131439.3861, "total_charge": -2, "spin_multiplicity": 1, "lumo_ev": 4.3, "homo_lumo_gap_ha": 0.19220, "species": ["Pt", "O", "C", "C", "C", "C", "C", "C", "C", "N", "N", "C", "O", "C", "C", "C", "C", "C", "C", "H", "H", "H", "H", "H", "H", "H", "H", "H", "H", "C", "Si", "C", "C", "C", "Si", "C", "C", "C", "H", "H", "H", "H", "H", "H", "H", "H", "H", "H", "H", "H", "H", "H", "H", "H", "H", "H", "H", "C", "Si", "C", "C", "As", "Si", "C", "C", "C", "H", "H", "H", "H", "H", "H", "H", "H", "H", "H", "H", "H", "H", "H", "H", "H", "H", "H"], "positions_angstrom": [[1.1130, -0.9075, 0.4687], [0.7785, -2.5059, -0.6688], [0.3069, -2.4139, -1.8805], [0.1652, -3.6392, -2.5824], [-0.3231, -3.7029, -3.8628], [-0.7079, -2.5376, -4.5361], [-0.5850, -1.3367, -3.8786], [-0.0857, -1.2252, -2.5687], [-0.0158, 0.1229, -2.0377], [0.4878, 0.4083, -0.8954], [0.5323, 1.7375, -0.5063], [0.9937, 1.8298, 0.7068], [1.3766, 0.8394, 1.4565], [1.1197, 3.1960, 1.2862], [1.8680, 3.3841, 2.4435], [1.9905, 4.6510, 2.9964], [1.3605, 5.7340, 2.3988], [0.6072, 5.5456, 1.2467], [0.4871, 4.2830, 0.6873], [0.4632, -4.5341, -2.0500], [-0.4138, -4.6675, -4.3510], [-1.1036, -2.5778, -5.5425], [-0.8853, -0.4219, -4.3769], [-0.4069, 0.9454, -2.6338], [2.3456, 2.5263, 2.8984], [2.5749, 4.7916, 3.8981], [1.4481, 6.7229, 2.8341], [0.0979, 6.3831, 0.7860], [-0.1102, 4.1199, -0.2004], [1.1816, -0.4520, 4.5373], [0.5765, -1.8984, 3.4910], [0.5192, -3.4093, 4.6410], [-1.2102, -1.5454, 3.0279], [1.6459, -2.2198, 2.0196], [3.4728, -2.1839, 2.2233], [4.1911, -0.4565, 2.4405], [4.3123, -2.9549, 0.7213], [4.1028, -3.1800, 3.7164], [0.4814, -0.2445, 5.3521], [1.2626, 0.4421, 3.9160], [2.1613, -0.6584, 4.9781], [-0.1312, -3.2219, 5.5014], [1.5115, -3.6727, 5.0147], [0.1234, -4.2778, 4.1064], [-1.8588, -1.5196, 3.9097], [-1.5880, -2.3094, 2.3432], [-1.2921, -0.5861, 2.5120], [1.3958, -3.2276, 1.6500], [3.9819, 0.1564, 1.5623], [5.2751, -0.5142, 2.5852], [3.7569, 0.0537, 3.3030], [4.0328, -2.4080, -0.1819], [3.9892, -3.9909, 0.5866], [5.4025, -2.9443, 0.8181], [3.7650, -2.7424, 4.6601], [5.1974, -3.2029, 3.7296], [3.7432, -4.2124, 3.6828], [-4.2702, 0.6474, -3.6102], [-4.8848, 2.4263, -3.4118], [-4.8618, 3.1325, -5.1742], [-6.7326, 2.2356, -2.9993], [-3.6751, 3.8257, -2.0637], [-4.3160, 2.9767, -0.0258], [-4.4426, 1.0926, 0.1486], [-3.0723, 3.5018, 1.3023], [-5.9966, 3.6266, 0.5925], [-4.8931, 0.0868, -4.3172], [-4.2748, 0.1156, -2.6564], [-3.2415, 0.6311, -3.9769], [-5.3939, 2.4767, -5.8721], [-3.8334, 3.2484, -5.5246], [-5.3322, 4.1187, -5.1933], [-7.2427, 1.6321, -3.7596], [-7.2125, 3.2158, -2.9486], [-6.8734, 1.7473, -2.0319], [-3.5073, 0.6118, -0.1472], [-5.2409, 0.6834, -0.4764], [-4.6543, 0.8180, 1.1877], [-2.1036, 3.0296, 1.1295], [-3.4239, 3.2075, 2.2974], [-2.9185, 4.5847, 1.2987], [-6.7971, 3.3449, -0.0955], [-5.9781, 4.7182, 0.6422], [-6.2384, 3.2345, 1.5877]], "lowdin_charge": [1.117, -0.253, -0.347, -0.036, -0.121, -0.128, -0.073, -0.139, -0.077, -0.187, 0.087, -0.460, -0.232, -0.140, -0.027, -0.099, -0.115, -0.089, -0.036, 0.105, 0.088, 0.084, 0.098, 0.124, 0.102, 0.091, 0.088, 0.098, 0.104, -0.182, 0.374, -0.195, -0.198, -0.549, 0.359, -0.190, -0.196, -0.204, 0.023, 0.007, 0.014, 0.015, 0.002, 0.021, 0.019, 0.027, 0.017, 0.009, 0.018, 0.020, 0.011, 0.018, 0.023, 0.015, 0.009, 0.014, 0.020, -0.250, -0.002, -0.282, -0.263, 0.490, 0.019, -0.248, -0.258, -0.266, 0.013, 0.003, 0.000, 0.008, 0.006, 0.004, 0.007, 0.010, -0.004, 0.016, -0.002, 0.014, 0.000, 0.017, 0.011, -0.006, 0.005, 0.008]}